42
Properties=species:S:1:pos:R:3:forces:R:3:mulliken_charge:R:1 method="wB97M-V/def2-TZVPD" homo_energy_ha=-0.2085 total_charge=0 de_lowest_kcal_mol=20.9
K 1.213 -0.752 -1.026 -0.3 -0.5 -0.5 0.792
C -1.747 -2.653 -1.385 -0.6 0.4 0.1 -0.283
C -0.859 -3.495 -2.314 1.0 0.3 0.4 -0.410
O 0.192 -2.803 -2.855 -0.1 0.9 0.3 -0.880
H -2.391 -3.241 -0.716 0.1 -0.1 -0.1 0.405
H -2.413 -1.964 -1.924 0.1 -0.1 -0.2 0.203
H -1.126 -2.015 -0.751 0.2 -0.1 0.2 -0.372
H -1.527 -3.949 -3.071 0.0 -0.2 0.0 0.261
H -0.433 -4.290 -1.657 -0.5 -0.4 -0.1 0.110
C 1.976 -2.650 2.147 0.0 0.0 -0.6 -0.865
O 1.397 -1.448 1.652 -0.1 0.0 0.2 -0.095
C 0.402 -0.969 2.532 0.0 0.2 0.6 -0.578
C -0.042 0.430 2.177 -0.7 -0.6 -0.2 -0.842
N -0.775 0.404 0.921 0.2 0.4 -0.6 0.014
C -1.347 1.704 0.569 0.4 -0.1 0.3 -0.765
C -2.210 1.607 -0.676 -0.1 0.1 -0.1 -0.384
O -3.569 1.700 -0.303 -0.1 0.0 0.0 -0.358
C -4.399 2.046 -1.397 0.5 -0.5 -0.2 -0.749
H 2.895 -2.799 1.582 0.1 -0.1 0.2 0.243
H 1.328 -3.510 1.953 -0.1 0.0 0.1 0.311
H 2.177 -2.570 3.216 0.1 0.0 0.0 0.335
H 0.794 -0.968 3.559 0.1 0.0 -0.1 0.457
H -0.485 -1.618 2.560 0.1 -0.2 -0.2 0.366
H 0.802 1.115 2.081 0.0 0.0 0.0 0.277
H -0.700 0.763 2.996 0.2 0.2 0.1 0.367
H -1.516 -0.289 0.905 0.1 -0.1 0.3 0.177
H -0.510 2.396 0.431 0.0 0.0 -0.1 0.325
H -1.935 2.122 1.398 -0.2 0.0 -0.1 0.357
H -2.037 0.654 -1.197 0.1 0.0 0.1 0.221
H -1.956 2.398 -1.396 -0.1 0.1 0.1 0.396
H -4.241 3.100 -1.645 -0.4 0.1 0.0 0.282
H -5.420 1.791 -1.132 -0.1 0.3 0.1 0.271
H -4.136 1.455 -2.283 0.0 0.0 0.0 0.317
C 4.473 1.490 -0.510 -0.4 -0.3 0.2 -1.099
C 3.356 2.504 -0.402 0.0 0.0 0.0 -0.183
O 2.098 1.894 -0.732 0.1 -0.1 -0.2 -0.337
H 5.379 1.930 -0.096 0.2 -0.1 -0.2 0.355
H 4.601 1.150 -1.537 0.2 0.2 -0.1 0.292
H 4.240 0.596 0.075 0.0 0.1 0.1 0.243
H 3.564 3.342 -1.071 -0.1 0.0 0.0 0.337
H 3.292 2.898 0.615 0.0 0.0 0.0 0.262
H 1.594 2.492 -1.290 0.0 0.1 0.1 0.223